ORCA calculation (ωB97M-V/def2-TZVPD) on a gas-phase ion, C26H32NO3 (charge +1).

Properties
Energy   -1290.11161 a.u.
Charge   +1
Kohn-Sham gap   6.234 eV
HOMO energy   -9.968 eV
ΔE to the lowest compared entry with this formula, charge and spin   1.607 eV

The geometry in XYZ format:
```
62
C26H32NO3, DFT ωB97M-V/def2-TZVPD
C 8.14 1.91 -0.37
O 7.13 2.69 0.30
C 5.82 2.36 0.18
C 4.89 3.18 0.88
C 3.55 2.90 0.81
C 3.05 1.80 0.08
C 1.62 1.54 0.09
C 1.01 0.46 -0.45
C -0.48 0.08 -0.32
C -0.81 -0.90 -1.46
C -1.86 -0.62 -2.34
C -2.09 -1.44 -3.43
C -1.30 -2.59 -3.62
O -1.59 -3.34 -4.72
C -0.97 -4.62 -4.91
C -0.25 -2.89 -2.72
C -0.05 -2.06 -1.62
C -0.91 -0.48 1.00
C 0.22 -0.62 2.07
C 0.10 0.56 3.04
C -1.38 0.96 3.01
C -1.95 0.36 1.77
N -3.27 0.31 1.64
C -3.92 -0.64 0.69
C -5.40 -0.33 0.48
O -6.09 -0.12 1.71
C -5.58 1.02 2.42
C -4.10 0.88 2.76
C 3.98 0.99 -0.62
C 5.34 1.25 -0.57
H 9.08 2.39 -0.09
H 8.13 0.87 -0.03
H 8.01 1.96 -1.46
H 5.28 4.01 1.45
H 2.84 3.56 1.32
H 1.00 2.30 0.59
H 1.60 -0.22 -1.08
H -1.08 0.99 -0.54
H -2.50 0.25 -2.17
H -2.86 -1.21 -4.16
H -1.52 -5.04 -5.75
H 0.09 -4.52 -5.16
H -1.08 -5.26 -4.03
H 0.39 -3.76 -2.87
H 0.75 -2.28 -0.91
H -1.33 -1.48 0.84
H 1.23 -0.78 1.66
H -0.04 -1.53 2.64
H 0.44 0.30 4.06
H 0.72 1.38 2.69
H -1.87 0.51 3.89
H -1.54 2.05 3.08
H -3.39 -0.60 -0.27
H -3.83 -1.67 1.09
H -5.50 0.54 -0.20
H -5.88 -1.21 0.05
H -5.74 1.96 1.86
H -6.16 1.02 3.35
H -4.04 0.21 3.64
H -3.72 1.87 3.04
H 3.61 0.16 -1.22
H 6.05 0.61 -1.10
```